Record 1
The following is a DFT calculation (the ωB97M-V functional and the def2-TZVPD basis) of C82H136F12N18O26S12 as an isolated structure at a distorted geometry.

Total charge: +6
Calculated total energy, Ha: -12122.44814
HOMO-LUMO gap, eV: 7.345
HOMO, eV: -17.2
LUMO, hartree: -0.3607

CARTESIAN COORDINATES (ANGSTROEM)
C1 20.61656 3.10032 18.94041
C2 20.53514 3.68524 20.38060
C3 21.96590 3.54505 21.02580
C4 23.05707 4.48956 20.49145
N1 24.37855 4.60860 21.09801
C5 25.19949 5.56808 20.29028
C6 25.78399 4.65684 19.19294
C7 25.58765 3.17974 19.66810
C8 25.27085 3.36007 21.14210
C9 24.21215 4.98608 22.50524
H1 19.67181 2.78199 18.49962
H2 21.20896 2.22044 18.95214
H3 21.02033 3.83325 18.29447
H4 19.90443 3.11000 21.08314
H5 20.25077 4.73966 20.33723
H6 22.34903 2.51651 20.96379
H7 21.97803 3.75323 22.09698
H8 22.62759 5.47567 20.56627
H9 23.22411 4.20090 19.42282
H10 25.98292 5.93266 20.94292
H11 24.59457 6.33401 19.84810
H12 26.81124 4.95605 18.93675
H13 25.17205 4.79317 18.30735
H14 26.40313 2.45561 19.46009
H15 24.73942 2.73398 19.14315
H16 26.16434 3.65351 21.73791
H17 24.78679 2.51824 21.59071
H18 23.72852 5.93684 22.57919
H19 25.17332 5.16802 22.95985
H20 23.65112 4.22509 23.06197
C10 21.70525 -5.65509 23.10920
C11 20.89960 -5.36604 21.82402
C12 21.16556 -3.92158 21.39035
C13 20.20100 -2.92956 22.04121
N2 20.52219 -1.44916 22.08376
C14 21.66052 -1.09236 23.04387
C15 21.49071 0.36801 23.19439
C16 19.88178 0.57944 23.12935
C17 19.35436 -0.75279 22.68798
C18 20.79127 -0.86171 20.62609
H21 21.40917 -6.56989 23.64638
H22 21.70270 -4.78120 23.80955
H23 22.75449 -5.79771 22.86222
H24 19.81092 -5.48415 21.95409
H25 21.36161 -6.15384 21.16795
H26 21.14758 -3.90702 20.31415
H27 22.19937 -3.67536 21.67427
H28 20.26461 -3.27228 23.08970
H29 19.18345 -3.03153 21.70331
H30 22.58197 -1.52090 22.74595
H31 21.33184 -1.65851 23.94882
H32 21.85708 0.90940 22.33932
H33 21.91045 0.78162 24.10494
H34 19.59718 1.32995 22.38715
H35 19.45580 0.87786 24.08790
H36 18.53295 -0.68620 21.99835
H37 18.94582 -1.28461 23.56330
H38 21.10586 0.17228 20.69689
H39 19.88682 -1.03146 20.07640
H40 21.53293 -1.53475 20.19799
C19 31.33951 6.87908 11.22850
N3 31.36804 6.50876 12.71579
C20 32.03381 5.43345 13.13628
C21 32.19843 5.15149 14.47273
C22 31.58306 6.03072 15.38621
C23 30.74297 6.98091 14.89511
C24 30.65268 7.26577 13.53705
C25 31.61745 6.02776 16.89760
C26 30.95378 5.05506 17.61574
C27 30.97327 5.29491 18.98229
N4 31.63810 6.27504 19.53931
C28 32.31264 7.23699 18.91222
C29 32.39293 7.06112 17.53209
C30 31.51821 6.29350 21.03044
H41 31.85992 7.83323 11.15967
H42 30.30399 6.95999 10.94629
H43 31.95390 6.11359 10.70507
H44 32.57724 4.70407 12.46896
H45 32.76557 4.31476 14.85327
H46 30.14355 7.53188 15.58406
H47 30.00177 7.97115 13.07311
H48 30.33617 4.26383 17.18603
H49 30.37811 4.62764 19.64649
H50 32.81829 8.01758 19.49114
H51 32.94499 7.78225 16.96190
H52 32.09361 7.13251 21.42271
H53 31.95794 5.34166 21.43071
H54 30.48271 6.34185 21.40276
C31 17.84542 7.87263 18.53998
N5 17.03832 9.05707 18.89059
C32 15.84158 9.25118 18.31323
C33 14.95683 10.18925 18.74715
C34 15.30709 11.05002 19.81553
C35 16.58455 10.87810 20.34594
C36 17.38285 9.82707 19.89625
C37 14.15542 11.86657 20.40121
C38 14.09129 13.25103 20.46531
C39 12.95934 13.83812 20.94125
N6 11.92018 13.16755 21.39812
C40 12.02072 11.83866 21.48408
C41 13.10522 11.18789 21.01686
C42 10.59891 13.89226 21.82090
H55 18.80484 8.08680 18.04792
H56 17.18501 7.41112 17.81695
H57 17.89718 7.21954 19.43522
H58 15.61805 8.59962 17.48095
H59 14.00350 10.21131 18.25115
H60 16.87010 11.44358 21.19560
H61 18.39421 9.67856 20.35912
H62 14.86738 13.96426 20.19532
H63 12.85724 14.93459 20.89094
H64 11.21307 11.30929 21.91922
H65 13.06104 10.10772 21.08442
H66 10.81530 14.95528 21.88884
H67 10.37978 13.53304 22.87540
H68 9.80722 13.51032 21.17374
C43 24.20073 8.75343 26.89466
N7 24.21919 9.17493 25.47068
C44 23.37470 10.16236 25.05649
C45 23.54961 10.64243 23.78975
C46 24.53556 10.03875 22.96498
C47 25.29045 8.93425 23.34568
C48 25.08736 8.48931 24.61420
C49 24.78886 10.58255 21.63944
C50 24.63528 11.94952 21.41013
C51 24.62549 12.39802 20.13675
N8 24.83312 11.54195 19.15705
C52 25.19956 10.25792 19.32393
C53 25.11897 9.76784 20.58853
C54 24.57764 11.87845 17.74501
H69 23.86729 9.59324 27.52674
H70 25.16810 8.32287 27.20704
H71 23.44143 7.96909 27.01765
H72 22.52433 10.51852 25.67251
H73 22.90808 11.42389 23.38518
H74 25.96738 8.39018 22.69033
H75 25.69556 7.73185 25.04905
H76 24.47161 12.61413 22.24143
H77 24.27453 13.38567 19.84535
H78 25.43063 9.64436 18.49988
H79 25.50320 8.78466 20.78525
H80 23.96937 12.68922 17.55428
H81 24.15015 10.99804 17.17103
H82 25.56146 12.16034 17.32941
C55 37.73787 -1.58777 26.49291
N9 36.44552 -1.38885 25.82388
C56 35.48250 -0.66717 26.41960
C57 34.15255 -0.70006 25.99946
C58 33.86329 -1.43539 24.84651
C59 34.85833 -2.06609 24.13911
C60 36.09078 -2.16489 24.71907
C61 32.45264 -1.40001 24.31631
C62 31.43620 -1.94978 25.11123
C63 30.25115 -2.20976 24.49451
N10 30.04338 -1.82880 23.20647
C64 30.96884 -1.14118 22.52616
C65 32.21700 -0.87754 23.04625
C66 28.60395 -2.31597 22.66013
H83 38.45288 -2.07016 25.85006
H84 37.63200 -2.18601 27.40341
H85 38.16705 -0.58247 26.72333
H86 35.74076 -0.13874 27.34917
H87 33.35502 -0.20216 26.48958
H88 34.68364 -2.65050 23.24577
H89 36.87051 -2.78872 24.28696
H90 31.60876 -2.20554 26.10984
H91 29.50335 -2.80316 24.97373
H92 30.65875 -0.81509 21.52840
H93 32.95657 -0.41172 22.41390
H94 28.85514 -3.06622 21.91837
H95 28.07945 -1.48987 22.21405
H96 28.16654 -2.87209 23.48231
C67 25.06235 -1.96034 30.16713
C68 23.65038 -2.45876 29.97403
N11 22.51291 -1.40152 29.81173
C69 21.21994 -2.18106 29.38402
C70 22.32515 -0.63890 31.06011
C71 21.71519 -1.42672 32.24746
C72 22.84635 -0.43769 28.67766
C73 23.43157 -0.94649 27.29329
O1 22.69278 -1.90354 26.59941
C74 23.45830 -2.46736 25.56390
H97 25.82207 -2.68527 29.77341
H98 25.38405 -1.80290 31.14940
H99 25.18296 -1.07459 29.51195
H100 23.30980 -3.20325 30.74573
H101 23.69440 -2.99308 29.05421
H102 21.08096 -3.06237 30.02584
H103 21.46819 -2.59630 28.39112
H104 20.32449 -1.58155 29.32849
H105 21.65098 0.17148 30.85863
H106 23.26343 -0.18988 31.36815
H107 21.35415 -0.69073 32.96793
H108 22.44965 -2.03352 32.82632
H109 20.80639 -1.98840 32.00883
H110 23.54240 0.30379 29.05273
H111 21.96942 0.15177 28.48264
H112 24.48754 -1.24255 27.39915
H113 23.43822 -0.01998 26.70769
H114 24.01712 -1.75130 24.95256
H115 22.82673 -3.08040 24.89911
H116 24.16081 -3.07980 26.01907
C75 21.59152 6.32074 12.06238
C76 22.80255 5.50079 11.54297
N12 22.95749 4.13478 12.07910
C77 21.72532 3.28749 11.86257
C78 24.10650 3.55668 11.31901
C79 25.48222 4.29830 11.40801
C80 23.23892 4.13576 13.60439
C81 23.84451 2.91508 14.21366
O2 22.87678 1.89632 14.41315
C82 23.33043 0.77158 15.20815
H117 21.59144 7.25270 11.48757
H118 21.79681 6.49455 13.11222
H119 20.67185 5.75730 11.83155
H120 23.70455 6.06936 11.73229
H121 22.74620 5.43051 10.41386
H122 21.38612 3.21505 10.81279
H123 21.00742 3.80238 12.48682
H124 22.00417 2.25793 12.21264
H125 23.70070 3.44998 10.29634
H126 24.17958 2.50464 11.73334
H127 26.13029 3.91209 10.62118
H128 25.87607 4.07700 12.37603
H129 25.39101 5.39099 11.33678
H130 22.30662 4.36041 14.08490
H131 24.01493 4.89287 13.69237
H132 24.36725 3.22734 15.13423
H133 24.69474 2.48784 13.62395
H134 23.62550 -0.02063 14.57151
H135 22.57056 0.47996 15.93442
H136 24.10989 1.08729 15.87112
N13 27.88670 8.67643 21.34986
S1 29.01180 8.87477 22.62979
O3 29.93286 9.87369 22.28436
O4 29.47360 7.71288 23.28136
F1 28.04533 9.53627 23.61644
S2 28.41655 8.01221 20.01842
O5 29.82655 8.26169 19.67575
O6 27.19207 8.16460 19.30468
F2 28.33873 6.47121 20.46649
N14 28.21071 0.08915 24.77221
S3 26.84454 0.02125 25.53734
O7 26.54458 -1.28737 25.93805
O8 25.87897 0.87046 24.86366
F3 27.21356 0.76505 26.92934
S4 29.13810 1.26729 24.21659
O9 29.11328 1.42890 22.79461
O10 30.35408 1.16304 24.98605
F4 28.31821 2.60660 24.64987
N15 21.99366 11.29779 19.45688
S5 21.69626 9.70301 19.58456
O11 22.77520 9.10270 18.91914
O12 20.35203 9.34423 19.34533
F5 21.94274 9.36808 21.14464
S6 20.71328 12.16639 20.05006
O13 19.65700 11.49968 20.68030
O14 20.37199 13.16572 19.17024
F6 21.53834 12.97057 21.22339
N16 20.28094 6.60706 24.36196
S7 21.23101 5.32709 24.73040
O15 22.68643 5.53002 24.86573
O16 20.81391 4.04764 24.24065
F7 20.84922 5.25768 26.30844
S8 20.49174 7.19228 22.87949
O17 19.29562 7.87954 22.39921
O18 21.21188 6.44593 21.92237
F8 21.45209 8.37044 23.32114
N17 26.10233 -1.42318 20.41379
S9 26.25750 -0.90160 18.84694
O19 27.58632 -0.91554 18.40119
O20 25.44011 0.27238 18.57206
F9 25.52212 -1.97462 17.89535
S10 24.99918 -1.11626 21.43151
O21 24.60306 0.19556 21.70796
O22 25.09163 -2.03361 22.51189
F10 23.75108 -1.62752 20.59070
N18 26.44562 6.21368 15.96607
S11 27.25699 5.21999 15.21550
O23 26.53745 4.21729 14.52301
O24 28.37279 4.73810 15.96477
F11 27.87529 6.07263 14.12622
S12 25.08993 6.94753 15.68699
O25 25.29506 8.30697 16.17103
O26 23.90848 6.22476 15.85800
F12 25.21626 7.06571 14.06979

Record 2
The following is a DFT calculation (the ωB97M-V functional and the def2-TZVPD basis) of C83H77BrCsGe2N8O7P as an isolated structure at a distorted geometry.

Total charge: -1
Calculated total energy, Ha: -11263.25544
HOMO-LUMO gap (spin up / spin down), eV: 3.601 / 6.911
HOMO (spin up / spin down), eV: -2.4 / -5.7
Spin multiplicity: 2
LUMO (spin up / spin down), hartree: 0.0450 / 0.0450
Energy above the lowest of the compared OMol25 structures with the same formula, charge and spin, kcal/mol: 0.0

CARTESIAN COORDINATES (ANGSTROEM)
Cs1 -0.39220 -0.35293 0.54751
C1 3.17959 4.70652 -2.65750
N1 3.03406 3.29193 -2.31990
C2 1.99880 2.71274 -1.60766
N2 2.10047 1.39846 -1.62141
C3 3.21479 1.10842 -2.36094
C4 3.81068 2.27106 -2.80922
C5 4.97667 2.47882 -3.69153
C6 5.06686 1.78316 -4.89857
C7 6.15192 1.96566 -5.74203
C8 7.16556 2.85211 -5.40017
C9 7.09168 3.54304 -4.20045
C10 6.00849 3.35282 -3.35081
C11 3.71860 -0.25488 -2.62463
C12 5.07770 -0.53724 -2.47591
C13 5.57400 -1.79686 -2.76627
C14 4.71565 -2.79869 -3.20283
C15 3.36177 -2.53240 -3.34210
C16 2.86527 -1.26684 -3.05219
P1 0.73930 3.85008 -0.95317
C17 0.50946 3.60704 0.83204
N3 0.05299 2.58628 1.52467
C18 -0.19814 3.05647 2.78801
C19 0.14769 4.39251 2.87007
N4 0.58675 4.73603 1.61894
C20 1.16110 6.02481 1.24529
C21 0.11261 5.32488 4.01251
C22 -0.50829 6.57002 3.91832
C23 -0.56185 7.42255 5.01405
C24 0.00066 7.03880 6.22248
C25 0.61991 5.79941 6.32735
C26 0.67889 4.95180 5.23209
C27 -0.75063 2.23956 3.88937
C28 -0.25171 0.97004 4.15275
C29 -0.71399 0.23348 5.23417
C30 -1.70452 0.75290 6.05260
C31 -2.23688 2.00702 5.77670
C32 -1.76176 2.74625 4.70482
C33 -0.81779 3.21650 -1.62400
N5 -1.30243 1.99364 -1.59406
C34 -2.52783 2.05345 -2.19820
C35 -2.81105 3.34988 -2.58043
N6 -1.71079 4.08793 -2.20990
C36 -1.48649 5.49483 -2.51785
C37 -3.97831 3.90001 -3.29791
C38 -4.50358 3.21785 -4.39893
C39 -5.60370 3.71448 -5.07969
C40 -6.20066 4.90328 -4.67976
C41 -5.69401 5.58665 -3.58467
C42 -4.59473 5.08691 -2.89792
C43 -3.41871 0.89624 -2.42239
C44 -2.98959 -0.17795 -3.19750
C45 -3.85358 -1.22360 -3.48915
C46 -5.15428 -1.20484 -2.99893
C47 -5.57590 -0.15175 -2.19790
C48 -4.71177 0.89638 -1.91067
H1 2.23365 5.11438 -2.99557
H2 3.51864 5.28893 -1.80233
H3 3.90072 4.80486 -3.46037
H4 4.27465 1.09446 -5.16875
H5 6.20584 1.41304 -6.67230
H6 8.00732 3.00297 -6.06603
H7 7.88372 4.22510 -3.91794
H8 5.98296 3.86643 -2.39650
H9 5.74624 0.23543 -2.11550
H10 6.63068 -2.00035 -2.64058
H11 5.09689 -3.79063 -3.41524
H12 2.68564 -3.31407 -3.66794
H13 1.80228 -1.05963 -3.14957
H14 1.42458 6.56744 2.14750
H15 2.05761 5.87694 0.65141
H16 0.46019 6.62385 0.66435
H17 -0.98409 6.85987 2.98741
H18 -1.05782 8.38187 4.92573
H19 -0.05039 7.69781 7.08149
H20 1.05775 5.48984 7.26914
H21 1.15583 3.98236 5.31488
H22 0.49590 0.55061 3.50006
H23 -0.33346 -0.76897 5.40283
H24 -2.08982 0.16504 6.87828
H25 -3.04297 2.40303 6.38448
H26 -2.19792 3.71337 4.48281
H27 -2.02727 5.75562 -3.42266
H28 -1.82539 6.14432 -1.70941
H29 -0.42851 5.67050 -2.67502
H30 -4.04417 2.28922 -4.71456
H31 -5.99898 3.16883 -5.92722
H32 -7.06133 5.29072 -5.21186
H33 -6.16330 6.50402 -3.25146
H34 -4.23705 5.60915 -2.01752
H35 -1.96795 -0.18521 -3.56767
H36 -3.51130 -2.06495 -4.08066
H37 -5.82570 -2.02588 -3.21886
H38 -6.57708 -0.15723 -1.78254
H39 -5.03799 1.71795 -1.28171
C49 0.17550 -4.94061 2.64551
Ge1 -0.71058 -5.64805 1.05775
C50 -2.63152 -5.76994 1.33709
C51 0.00212 -7.43364 0.60892
Ge2 0.08779 -4.18105 -0.75067
C52 0.31012 -4.59226 -2.66337
C53 -0.00505 -3.59402 -3.58611
C54 0.15877 -3.81058 -4.94740
C55 0.63752 -5.03446 -5.40453
C56 0.94700 -6.03650 -4.49493
C57 0.78103 -5.81640 -3.13151
C58 1.93008 -3.66327 -0.28203
C59 2.41485 -2.37432 -0.08317
C60 3.76366 -2.15377 0.17906
C61 4.64428 -3.22023 0.25545
C62 4.17488 -4.51752 0.07422
C63 2.83062 -4.73113 -0.19465
H40 0.04943 -5.64140 3.47457
H41 -0.28745 -3.98695 2.91507
H42 1.24168 -4.78300 2.46144
H43 -2.79914 -6.51301 2.12119
H44 -3.16509 -6.06111 0.43270
H45 -3.00842 -4.80539 1.67914
H46 -0.37011 -8.17377 1.32132
H47 1.09535 -7.43528 0.64534
H48 -0.31813 -7.72892 -0.39380
H49 -0.40293 -2.64746 -3.23194
H50 -0.08853 -3.02555 -5.65250
H51 0.75472 -5.20999 -6.46729
H52 1.30717 -6.99637 -4.84922
H53 1.02174 -6.61136 -2.43128
H54 1.74549 -1.52880 -0.14244
H55 4.10890 -1.13593 0.31642
H56 5.69647 -3.04581 0.45277
H57 4.85440 -5.35984 0.13211
H58 2.47602 -5.74914 -0.34552
O1 -0.89987 -2.63940 -0.84653
C64 -2.24525 -2.43743 -0.67975
O2 -2.60897 -1.33590 -0.29669
C65 -3.22278 -3.47866 -0.96890
C66 -3.03821 -4.55190 -1.86873
C67 -4.06335 -5.40257 -2.20393
C68 -5.34828 -5.21243 -1.63750
C69 -5.53510 -4.17494 -0.68761
C70 -4.50522 -3.32916 -0.38687
N7 -6.41617 -5.99775 -2.03930
O3 -7.55793 -5.78440 -1.53246
O4 -6.21744 -6.91527 -2.89084
H59 -2.09154 -4.70627 -2.36069
H60 -3.91637 -6.20828 -2.90817
H61 -6.50695 -4.06808 -0.22877
H62 -4.65332 -2.52511 0.32624
Br1 -6.12469 3.01208 3.29096
C71 -4.92689 1.52605 3.23437
C72 -3.86320 1.55847 2.35398
C73 -2.97361 0.49126 2.34479
C74 -3.13179 -0.58765 3.20985
C75 -4.22181 -0.59347 4.07309
C76 -5.13095 0.45722 4.09191
C77 -2.13138 -1.75469 3.24848
O5 -2.27009 -2.57052 4.17511
O6 -1.25088 -1.76641 2.33427
H63 -3.72681 2.39823 1.68370
H64 -2.14351 0.50730 1.65398
H65 -4.33617 -1.44056 4.73964
H66 -5.97776 0.45212 4.76534
O7 2.59127 -0.03958 2.02298
C78 2.70114 -0.03614 3.23249
C79 3.46094 1.03201 3.97951
C80 4.70710 0.31900 4.58403
C81 5.17926 -0.94664 3.81676
C82 4.47104 -2.26579 4.20232
C83 3.01435 -2.36577 3.72647
N8 2.32211 -1.10659 4.02910
H67 2.84494 1.48589 4.76103
H68 3.74467 1.80613 3.26794
H69 4.50174 0.03336 5.61978
H70 5.52942 1.03554 4.62038
H71 6.24492 -1.07723 4.01313
H72 5.07886 -0.78360 2.73789
H73 4.49521 -2.36030 5.29474
H74 5.03533 -3.11071 3.79655
H75 2.49889 -3.19222 4.21268
H76 2.96267 -2.52264 2.65395
H77 2.36438 -0.88564 5.01443